Entry 1:
{"formula": "C13H17N4S2TeW", "method": "ωB97M-V/def2-TZVPD", "total_charge": 1, "orbital_gap_ha": [0.2583, 0.2584], "e_above_lowest_kj_mol": 53.5, "symbols": ["W", "N", "N", "C", "N", "S", "H", "H", "H", "H", "H", "C", "C", "C", "C", "C", "C", "C", "C", "N", "H", "H", "H", "H", "H", "H", "H", "H", "H", "Te", "C", "C", "C", "C", "S", "H", "H", "H"], "xyz": [[-0.257064, 1.503563, -0.169822], [0.344072, 2.201323, 1.889223], [0.645501, 3.575494, 2.057638], [0.832486, 4.365267, 0.996972], [1.204680, 5.621231, 1.206066], [0.619975, 3.785799, -0.599514], [-0.430554, 1.959418, 2.503678], [1.157542, 1.664041, 2.191343], [0.804117, 3.918603, 2.994872], [1.347466, 6.015188, 2.122159], [1.315812, 6.230248, 0.411321], [2.585117, 0.585247, -0.888229], [2.352516, -0.852103, -0.528645], [3.343377, -1.813798, -0.603608], [3.048076, -3.133910, -0.283146], [1.769812, -3.488279, 0.116841], [0.751510, -2.545572, 0.211041], [-0.630446, -2.933737, 0.666834], [1.063021, -1.228807, -0.119907], [0.112384, -0.202236, -0.054320], [3.638324, 0.861572, -0.849970], [2.072247, 1.255983, -0.176118], [2.203230, 0.805447, -1.887122], [4.342365, -1.538447, -0.917934], [3.820490, -3.888741, -0.345317], [1.552922, -4.519652, 0.367554], [-0.996487, -3.782873, 0.088817], [-1.335042, -2.113466, 0.549470], [-0.620036, -3.234598, 1.716304], [-2.732205, 1.983447, -0.904715], [-3.426556, 0.045310, -1.262138], [-4.615714, -0.480068, -0.847799], [-4.819159, -1.803962, -1.330793], [-3.790005, -2.235902, -2.109730], [-2.569968, -1.050370, -2.262025], [-5.319241, 0.054433, -0.225480], [-5.694985, -2.398051, -1.115705], [-3.689586, -3.187035, -2.608090]], "forces_ev_per_angstrom": [[-0.5, 0.2, 0.3], [0.1, 0.0, 0.2], [0.0, 0.0, 0.2], [0.1, 0.0, -0.2], [-0.1, -0.1, 0.0], [0.0, 0.0, -0.2], [0.0, 0.1, 0.0], [-0.1, -0.1, 0.0], [0.0, -0.2, 0.0], [0.0, 0.0, 0.0], [0.0, 0.0, 0.0], [0.2, -0.2, -0.1], [-0.1, 0.2, 0.0], [0.0, -0.1, 0.0], [0.0, 0.0, 0.0], [0.0, 0.0, 0.0], [-0.2, -0.1, 0.1], [0.1, 0.0, -0.1], [0.0, 0.2, 0.0], [0.3, 0.2, -0.1], [0.0, 0.0, 0.0], [0.1, 0.1, 0.1], [0.0, 0.0, 0.0], [0.0, 0.0, 0.0], [0.0, 0.0, 0.0], [0.0, 0.0, 0.0], [0.0, 0.0, 0.0], [0.0, 0.0, 0.0], [0.0, 0.0, 0.0], [0.1, -0.2, 0.0], [0.0, 0.0, -0.1], [0.0, 0.0, 0.0], [0.0, 0.1, 0.0], [0.0, 0.0, 0.0], [0.0, 0.0, 0.0], [0.0, 0.0, 0.0], [0.0, 0.0, 0.0], [0.0, 0.0, 0.0]], "lowdin_charge": [0.694, -0.072, -0.037, -0.784, 0.141, 0.607, 0.120, 0.130, 0.170, 0.131, 0.118, -0.066, -0.222, -0.039, -0.061, -0.037, -0.212, -0.034, -0.273, -0.188, 0.096, 0.001, 0.091, 0.116, 0.110, 0.120, 0.088, 0.052, 0.088, 0.844, -1.047, -0.245, -0.182, -0.411, 0.914, 0.100, 0.107, 0.072]}



Entry 2:
{"formula": "C5H13NO2", "method": "ωB97M-V/def2-TZVPD", "total_charge": 0, "smiles": "CCN(C=O)CC.O", "orbital_gap_ha": 0.3667, "e_above_lowest_kj_mol": 148.2, "symbols": ["C", "C", "N", "C", "O", "C", "C", "H", "H", "H", "H", "H", "H", "H", "H", "H", "H", "H", "O", "H", "H"], "xyz": [[-1.720317, 0.702265, -0.535794], [-0.464559, 0.741957, 0.343802], [0.525269, -0.254942, 0.024013], [0.464533, -1.512168, 0.547024], [1.401190, -2.282458, 0.469687], [1.744095, 0.060936, -0.730088], [1.624472, 1.252529, -1.654446], [-1.772987, 1.364508, -1.398323], [-1.997882, -0.318613, -0.772353], [-2.531721, 1.090595, 0.106525], [-0.805145, 0.788042, 1.373825], [0.031419, 1.719779, 0.260035], [-0.393992, -1.778108, 1.154282], [2.060553, -0.841206, -1.248236], [2.575241, 0.195351, -0.022193], [0.591377, 1.406602, -1.971143], [2.197896, 1.103436, -2.568032], [1.895339, 2.183357, -1.153867], [-2.147242, -2.030524, 2.402283], [-1.778227, -2.193037, 3.290134], [-1.499305, -1.398308, 2.082856]], "forces_ev_per_angstrom": [[-1.0, 0.6, 1.2], [0.0, 1.3, -0.9], [-0.1, -0.7, 0.2], [1.5, 0.7, 0.1], [-0.1, -0.5, -0.2], [0.6, -0.2, 0.5], [-0.6, 0.3, -0.1], [0.6, -0.3, -0.3], [0.1, -0.1, -0.3], [0.1, -0.2, -0.3], [0.3, -0.8, 0.4], [-0.2, -0.2, -0.2], [-0.3, 0.1, -0.4], [-0.4, 0.0, -0.2], [-0.2, 0.2, 0.0], [0.0, -0.2, -0.1], [0.2, 0.2, 0.2], [0.3, 0.0, -0.2], [0.3, 0.0, 1.0], [-0.5, -0.2, -0.3], [-0.4, 0.3, -0.1]], "lowdin_charge": [-0.072, -0.233, -0.101, -0.309, 0.025, -0.200, -0.080, 0.065, 0.076, 0.076, 0.109, 0.117, 0.098, 0.113, 0.126, 0.063, 0.078, 0.075, -0.061, 0.060, -0.026]}



Entry 3:
{"formula": "CH11NO4", "method": "ωB97M-V/def2-TZVPD", "total_charge": 0, "smiles": "C=N.O.O.O.O", "orbital_gap_ha": 0.4095, "e_above_lowest_kj_mol": 95.8, "symbols": ["C", "N", "H", "H", "H", "O", "H", "H", "O", "H", "H", "O", "H", "H", "O", "H", "H"], "xyz": [[-0.184026, 0.109306, 2.854550], [-0.106483, -1.151493, 2.945532], [-1.208432, 0.490283, 2.865762], [0.656411, 0.782198, 2.691656], [0.848380, -1.497602, 2.843926], [1.169773, 1.053008, -0.512177], [1.951362, 0.699961, -0.931711], [0.806998, 1.637056, -1.198641], [-0.116688, 2.038069, -2.775387], [-0.795012, 2.619949, -2.409370], [-0.505159, 1.159485, -2.772997], [0.593908, -1.810080, 0.244166], [-0.216488, -2.136360, 0.680471], [0.859369, -0.983679, 0.687911], [-1.476368, -0.495306, -1.665213], [-0.751659, -0.670139, -1.025177], [-1.620244, -1.229270, -2.226185]], "forces_ev_per_angstrom": [[-0.6, -0.6, -0.2], [0.2, 0.0, 0.0], [0.3, 0.5, 0.1], [0.0, 0.1, 0.1], [0.1, 0.1, 0.2], [-0.1, 0.1, 0.4], [0.4, -0.2, -0.1], [-0.2, 0.0, -0.1], [0.2, 0.6, 0.1], [0.0, -0.2, -0.2], [-0.4, -0.4, 0.2], [-0.3, 0.0, -0.1], [0.7, 0.4, 0.0], [-0.5, -0.5, -0.3], [0.5, 1.8, 1.1], [-0.3, -0.3, -0.7], [0.1, -1.3, -0.6]], "lowdin_charge": [-0.129, 0.005, 0.066, 0.070, 0.041, -0.066, 0.042, -0.001, -0.054, 0.062, 0.016, -0.089, 0.047, 0.002, -0.051, 0.018, 0.022]}



Entry 4:
{"formula": "C5H11NO", "method": "ωB97M-V/def2-TZVPD", "total_charge": 0, "orbital_gap_ha": 0.2812, "e_above_lowest_kj_mol": 355.0, "symbols": ["C", "C", "N", "C", "C", "C", "O", "H", "H", "H", "H", "H", "H", "H", "H", "H", "H", "H"], "xyz": [[1.350637, 0.361476, -1.570708], [1.146148, 1.116855, -0.262040], [0.029309, 0.603959, 0.570456], [-0.896726, 1.418611, 1.094257], [-0.026184, -0.694489, 0.904010], [-1.286733, -1.482648, 0.755632], [-1.196583, -2.341239, -0.384823], [2.296183, 0.668904, -2.031309], [0.547391, 0.566292, -2.286793], [1.397265, -0.718450, -1.401462], [2.047224, 1.045139, 0.358002], [0.953599, 2.180214, -0.432905], [-1.249175, 1.184835, 2.086656], [-1.307205, 2.246657, 0.532135], [0.912600, -1.234488, 0.964975], [-1.480343, -2.160101, 1.592068], [-2.147725, -0.801256, 0.671114], [-1.065299, -1.757718, -1.144875]], "forces_ev_per_angstrom": [[0.0, 0.0, 0.0], [0.1, 0.1, 0.0], [-0.1, -0.1, 0.2], [-0.1, 0.1, -0.1], [0.1, -0.1, -0.1], [-0.1, 0.2, 0.5], [0.0, 0.1, -0.3], [-0.2, 0.0, 0.1], [0.1, 0.0, 0.1], [0.0, 0.2, 0.0], [-0.1, 0.0, -0.1], [0.0, -0.2, 0.1], [-0.2, -0.1, -0.2], [0.3, 0.1, 0.0], [0.0, 0.0, -0.3], [0.0, 0.1, -0.1], [0.2, -0.1, 0.0], [0.0, -0.2, 0.1]], "lowdin_charge": [-0.084, -0.184, -0.241, 0.000, -0.122, -0.266, -0.081, 0.076, 0.077, 0.067, 0.125, 0.116, 0.064, 0.056, 0.113, 0.110, 0.101, 0.074]}



Entry 5:
{"formula": "C44H42N2OP2S4TcTe", "method": "ωB97M-V/def2-TZVPD", "total_charge": 2, "s_squared": 3.774, "spin_multiplicity": 4, "orbital_gap_ha": [0.2472, 0.2470], "e_above_lowest_kj_mol": 0.0, "symbols": ["Tc", "S", "S", "S", "S", "O", "C", "C", "C", "C", "C", "C", "P", "C", "C", "C", "C", "C", "C", "C", "C", "C", "C", "C", "C", "C", "C", "C", "C", "C", "C", "P", "C", "C", "C", "C", "C", "C", "C", "C", "C", "C", "C", "C", "H", "H", "H", "H", "H", "H", "H", "H", "H", "H", "H", "H", "H", "H", "H", "H", "H", "H", "H", "H", "H", "H", "H", "H", "H", "H", "H", "H", "N", "C", "C", "N", "H", "H", "H", "H", "H", "H", "H", "H", "H", "Te", "C", "C", "C", "C", "C", "C", "H", "H", "H", "H", "H"], "xyz": [[1.144903, 0.018620, -0.094059], [0.067509, 1.296403, -1.687048], [1.138097, 4.848156, -1.737549], [3.177643, 2.156924, -0.239944], [2.292201, -0.602629, 1.995228], [0.297457, -2.487206, 1.064959], [-0.765690, -2.444534, 1.912507], [-1.787966, -3.384468, 1.905324], [-2.905782, -3.175774, 2.701880], [-3.014312, -2.033109, 3.484014], [-1.974746, -1.115037, 3.501498], [-0.825594, -1.313829, 2.736233], [0.578701, -0.151653, 2.935217], [0.008640, 1.473562, 2.419611], [-1.168210, 1.670586, 1.699889], [-1.506325, 2.944990, 1.267063], [-0.669006, 4.013020, 1.541128], [0.506832, 3.821853, 2.263614], [0.849321, 2.558464, 2.705125], [0.881712, -0.054962, 4.707935], [0.069719, 0.742442, 5.518465], [0.294775, 0.786930, 6.885201], [1.331564, 0.046132, 7.443002], [2.150596, -0.730974, 6.635510], [1.930076, -0.782440, 5.266453], [0.948608, -3.608173, 0.595095], [0.978737, -4.799738, 1.301198], [1.730533, -5.852277, 0.802020], [2.461035, -5.708855, -0.370665], [2.453354, -4.496816, -1.039247], [1.693908, -3.423772, -0.568451], [1.757582, -1.806868, -1.425278], [0.830486, -2.133178, -2.966687], [0.754644, -1.142542, -3.950188], [0.072742, -1.372318, -5.135737], [-0.555116, -2.593951, -5.352508], [-0.495745, -3.581495, -4.379197], [0.194329, -3.354537, -3.192294], [3.515485, -1.683672, -1.910252], [3.946079, -1.554165, -3.228119], [5.295134, -1.358056, -3.505597], [6.217499, -1.291935, -2.473814], [5.796385, -1.437722, -1.155265], [4.454071, -1.629084, -0.875340], [-1.699773, -4.268912, 1.287884], [-3.690573, -3.923140, 2.725634], [-3.885072, -1.875444, 4.109149], [-2.050276, -0.247464, 4.143318], [-1.810951, 0.829388, 1.474576], [-2.412616, 3.099722, 0.693746], [-0.923524, 5.002167, 1.179403], [1.159381, 4.660945, 2.469250], [1.768033, 2.401258, 3.256186], [-0.704643, 1.365971, 5.083981], [-0.328928, 1.412565, 7.513827], [1.507942, 0.087966, 8.510593], [2.970099, -1.290783, 7.070491], [2.573422, -1.384103, 4.635991], [0.446057, -4.899179, 2.238315], [1.761365, -6.785683, 1.348287], [3.055948, -6.531531, -0.745070], [3.055195, -4.365302, -1.932543], [1.227966, -0.186375, -3.783986], [0.030139, -0.597186, -5.891735], [-1.074313, -2.780045, -6.285164], [-0.969733, -4.541342, -4.549893], [0.241067, -4.139920, -2.448500], [3.240265, -1.625456, -4.045390], [5.625185, -1.269487, -4.533872], [7.267533, -1.137041, -2.692423], [6.516351, -1.403914, -0.346594], [4.136361, -1.759735, 0.153433], [-4.983943, -2.287441, -1.503707], [-3.664393, -2.678956, -2.126791], [-2.732022, -1.475807, -2.179195], [-2.352422, -0.889348, -0.908870], [-5.624763, -3.074181, -1.421250], [-5.444423, -1.563251, -2.053461], [-4.817933, -1.914614, -0.567637], [-3.873471, -3.069035, -3.121416], [-3.252605, -3.471301, -1.504644], [-3.175634, -0.697489, -2.810259], [-1.834538, -1.811656, -2.700988], [-1.807832, -1.484128, -0.295961], [-3.055484, -0.371217, -0.401416], [1.893023, 2.815896, -2.212209], [4.615255, 3.100871, -0.722261], [5.516656, 2.582615, -1.651385], [6.601233, 3.352849, -2.048490], [6.787228, 4.622301, -1.514759], [5.891287, 5.126171, -0.580307], [4.796283, 4.369767, -0.181962], [5.375844, 1.583702, -2.046718], [7.306134, 2.955812, -2.769860], [7.631196, 5.222086, -1.832366], [6.038114, 6.115063, -0.163552], [4.082108, 4.761391, 0.531323]], "forces_ev_per_angstrom": [[0.0, 0.1, 0.0], [-0.1, 0.1, 0.0], [0.0, -0.2, -0.1], [-0.1, 0.1, -0.1], [0.1, -0.1, 0.1], [-0.3, 0.0, -0.4], [0.1, 0.0, 0.2], [-0.1, 0.0, 0.0], [0.0, 0.0, 0.0], [0.0, 0.0, 0.0], [0.0, -0.1, 0.1], [0.1, 0.0, -0.1], [-0.2, 0.1, 0.4], [0.1, 0.0, -0.1], [0.0, 0.0, 0.0], [-0.1, 0.0, 0.0], [0.0, 0.1, 0.0], [0.0, 0.0, 0.0], [-0.1, 0.0, -0.1], [0.0, 0.0, 0.0], [0.1, 0.1, 0.0], [0.0, 0.0, 0.0], [0.0, 0.0, 0.0], [0.0, 0.0, 0.0], [-0.1, -0.1, 0.0], [0.0, 0.1, 0.2], [0.0, -0.1, 0.0], [0.0, 0.0, 0.0], [0.0, 0.0, 0.0], [0.0, 0.0, 0.0], [0.0, 0.1, 0.1], [0.4, -0.3, -0.2], [-0.1, 0.1, 0.0], [-0.1, -0.1, 0.0], [0.0, 0.0, 0.0], [0.0, 0.0, 0.0], [0.0, 0.0, 0.0], [0.0, 0.0, 0.0], [0.0, 0.0, -0.1], [-0.1, -0.1, 0.0], [0.0, 0.0, 0.0], [0.0, 0.0, 0.0], [0.0, 0.0, 0.0], [0.0, 0.0, 0.0], [0.0, 0.0, 0.0], [0.0, 0.0, 0.0], [0.1, 0.0, -0.1], [0.0, 0.0, 0.0], [0.0, 0.0, 0.0], [0.1, 0.0, 0.0], [0.0, -0.1, 0.0], [0.0, 0.0, 0.0], [0.0, 0.0, 0.0], [0.0, 0.0, 0.0], [0.1, -0.1, -0.1], [0.0, 0.0, 0.0], [-0.1, 0.0, 0.0], [0.0, 0.0, 0.0], [0.0, 0.0, 0.0], [0.0, 0.0, 0.0], [0.0, 0.0, 0.0], [0.0, 0.0, 0.0], [0.0, 0.1, 0.0], [0.0, 0.0, 0.0], [0.0, 0.0, 0.0], [0.0, 0.0, 0.0], [0.0, 0.0, 0.0], [0.0, 0.0, 0.0], [0.0, 0.0, 0.1], [-0.1, 0.0, 0.0], [0.0, 0.0, 0.0], [0.0, 0.0, 0.0], [0.1, 0.0, 0.0], [0.1, 0.0, 0.0], [0.1, 0.3, 0.1], [-0.2, -0.3, 0.0], [-0.1, -0.1, 0.0], [-0.1, 0.1, -0.1], [0.0, 0.1, 0.1], [0.0, 0.0, 0.0], [0.0, 0.0, 0.0], [0.0, 0.0, 0.0], [0.0, 0.1, 0.0], [-0.1, 0.0, -0.1], [0.1, 0.0, -0.1], [-0.1, 0.2, 0.1], [0.1, -0.2, -0.1], [0.1, 0.1, 0.1], [0.0, -0.1, 0.0], [0.0, 0.0, 0.0], [0.0, 0.0, 0.0], [0.0, 0.0, 0.0], [0.0, 0.0, 0.0], [0.0, 0.0, 0.0], [0.0, 0.0, 0.0], [0.0, 0.0, 0.0], [0.0, 0.0, 0.0]], "lowdin_spin": [2.533, 0.122, 0.025, 0.047, 0.054, 0.041, 0.007, 0.000, 0.001, 0.000, 0.001, 0.005, 0.027, 0.003, 0.004, 0.001, -0.001, 0.000, 0.000, 0.005, 0.001, 0.000, 0.000, 0.000, 0.001, 0.002, 0.001, 0.000, 0.000, 0.000, 0.004, 0.022, 0.006, 0.001, 0.001, 0.000, 0.000, 0.001, -0.003, -0.002, 0.001, -0.002, 0.001, 0.000, 0.000, 0.000, 0.000, 0.000, 0.001, 0.000, 0.000, 0.000, 0.000, 0.000, 0.000, 0.000, 0.000, 0.000, 0.000, 0.000, 0.000, 0.000, 0.002, 0.000, 0.000, 0.000, 0.000, 0.000, 0.000, 0.000, 0.000, 0.001, 0.000, 0.000, 0.001, 0.011, 0.000, 0.000, 0.000, 0.000, 0.000, 0.000, 0.000, 0.005, 0.000, 0.047, 0.016, 0.001, 0.000, 0.000, 0.001, 0.003, 0.000, 0.000, 0.000, 0.000, 0.000]}



no.,electronic energy (Eh)
1,-1855.81597
2,-403.52017
3,-400.38506
4,-326.99615
5,-4510.45785